23
Properties=species:S:1:pos:R:3:forces:R:3:mulliken_charge:R:1 method="wB97M-V/def2-TZVPD" orbital_gap_ev=9.6494 relative_energy_kcal_mol=13.0 homo_energy_ev=-8.65 smiles=CC[C@@H](N)C(C)(N)N lumo_ev=1.004
C -0.620 0.139 -0.677 -2.4 -0.3 0.3 1.06
C -0.294 -0.539 0.696 2.1 0.5 0.5 -0.39
C 1.241 -0.933 0.924 -0.9 -0.4 -0.2 -0.68
C -2.218 -0.007 -0.847 1.0 0.3 -0.3 -1.64
C 2.312 0.121 0.695 0.0 0.2 -0.1 -1.23
N 0.003 -0.419 -1.834 0.0 -1.5 -0.8 -0.64
N -0.317 1.540 -0.721 0.1 1.0 0.9 -0.70
N -0.687 0.298 1.843 -0.7 0.2 -0.2 -0.72
H -0.825 -1.496 0.762 -0.1 0.2 -0.1 0.49
H 1.001 -0.240 -1.856 -0.1 -0.2 0.1 0.22
H -0.170 -1.419 -1.884 0.3 0.0 -0.2 0.26
H -0.496 1.883 -1.662 0.0 -0.1 0.2 0.34
H 0.660 1.703 -0.507 0.0 0.1 -0.1 0.24
H -0.675 1.284 1.563 0.2 -0.4 0.0 0.34
H -1.669 0.127 2.056 0.3 0.0 0.1 0.30
H 1.467 -1.811 0.306 0.0 0.1 -0.1 0.33
H 1.330 -1.287 1.961 -0.3 0.2 -0.2 0.42
H -2.762 0.597 -0.113 0.3 -0.1 0.0 0.34
H -2.522 0.348 -1.841 0.2 0.0 0.1 0.41
H -2.561 -1.046 -0.774 0.3 0.1 0.1 0.36
H 2.050 1.079 1.149 0.0 0.0 0.1 0.31
H 3.262 -0.205 1.134 -0.2 0.1 -0.1 0.36
H 2.490 0.284 -0.372 0.1 0.1 0.1 0.21

11
Properties=species:S:1:pos:R:3:forces:R:3:mulliken_charge:R:1 method="wB97M-V/def2-TZVPD" orbital_gap_ev=10.0594 relative_energy_kcal_mol=44.2 homo_energy_ev=-8.87 smiles="C=C1C=CC1" lumo_ev=1.186
C 1.618 0.459 -0.761 -2.8 -0.2 -3.6 -0.79
C -1.032 -0.250 -0.567 1.3 3.2 1.0 -0.47
C 0.065 -0.012 1.227 -1.9 0.0 -2.3 -0.65
C -1.216 -0.314 0.947 2.6 0.7 -2.5 -0.32
C 0.427 0.186 -0.231 0.3 -0.5 1.7 0.24
H 1.806 0.572 -1.886 -0.3 -0.3 1.9 0.22
H 2.373 0.639 -0.111 2.5 0.6 1.7 0.33
H -0.968 -1.166 -1.009 -0.4 -2.6 -1.5 0.25
H -1.542 0.519 -1.151 -0.4 -0.3 0.0 0.27
H 0.532 0.001 2.143 1.4 0.2 1.8 0.46
H -2.063 -0.633 1.399 -2.2 -0.7 1.9 0.46

6
Properties=species:S:1:pos:R:3:forces:R:3:mulliken_charge:R:1 method="wB97M-V/def2-TZVPD" orbital_gap_ev=12.6074 relative_energy_kcal_mol=0.0 homo_energy_ev=-12.15 smiles=Fc1nnno1 lumo_ev=0.462
C 0.687 0.049 0.004 -0.1 -0.3 -0.1 0.65
N -0.052 1.100 0.001 0.4 0.5 0.0 -0.27
N -1.310 0.597 -0.003 -0.2 -0.5 0.1 -0.09
N -1.331 -0.651 0.002 0.0 0.2 -0.1 0.03
O 0.030 -1.082 -0.002 -0.1 0.0 0.1 -0.13
F 1.976 -0.013 -0.002 0.0 0.1 0.0 -0.19

55
Properties=species:S:1:pos:R:3:forces:R:3:lowdin_spin:R:1 method="wB97M-V/def2-TZVPD" orbital_gap_ev="4.8691 / 4.8876" homo_energy_ev="-9.24 / -9.22" multiplicity=6 s2=9.75 total_charge=+1 lumo_ev="-4.368 / -4.335"
O -1.670 -0.263 -3.681 0.4 -0.3 0.0 0.00
H -1.556 -1.168 -4.009 -0.2 0.2 0.2 0.00
Dy 0.497 0.183 -1.099 0.1 -3.3 -1.5 5.07
N 1.406 -1.824 -1.902 -0.7 -1.5 0.4 -0.20
N -0.912 -1.853 -1.005 0.8 -1.6 -0.2 0.21
N 0.437 2.575 -1.014 -0.8 2.8 1.4 -0.01
N -1.433 1.039 -0.018 -2.3 2.8 2.2 -0.01
O 2.654 -1.593 -2.125 0.2 0.6 -0.1 -0.26
O 1.417 3.519 -1.449 -0.4 -1.0 0.0 0.00
O -2.488 0.327 0.496 1.2 1.1 -0.2 0.00
O -2.186 -1.846 -0.687 -1.0 0.7 0.7 0.18
C -0.416 -3.100 -1.297 -0.9 2.4 0.5 -0.11
C 0.903 -3.091 -1.805 1.2 2.0 -0.3 0.14
C -0.409 3.156 -0.158 2.8 -0.2 -2.1 0.00
C -1.417 2.322 0.422 -1.1 -3.4 -0.5 0.00
C 1.692 -4.300 -2.126 0.2 -0.6 0.2 0.03
H 1.695 -4.541 -3.194 0.1 0.2 0.0 0.01
H 1.248 -5.169 -1.635 0.1 0.1 0.0 0.00
H 2.725 -4.207 -1.779 -0.1 0.1 -0.2 0.00
C -1.245 -4.305 -1.041 -0.1 -0.2 -0.3 -0.03
H -2.242 -4.176 -1.482 0.2 -0.1 0.3 -0.01
H -1.356 -4.449 0.044 -0.2 0.0 -0.3 -0.01
H -0.780 -5.201 -1.464 -0.1 0.2 0.1 0.00
C -0.292 4.602 0.175 0.0 0.4 0.1 0.00
C -2.404 2.905 1.386 -0.2 -0.1 0.1 0.00
H 0.444 5.071 -0.487 -0.4 0.0 0.3 0.00
H 0.054 4.722 1.215 -0.2 -0.1 -0.3 0.00
H -1.268 5.105 0.085 0.3 -0.2 0.1 0.00
H -3.109 2.151 1.732 0.1 0.1 -0.1 0.00
H -2.970 3.732 0.932 0.2 -0.3 0.0 0.00
H -1.902 3.325 2.269 0.1 -0.1 -0.3 0.00
H 1.694 3.238 -2.335 -0.2 -0.2 0.2 0.00
H -2.464 -0.599 0.010 0.4 -0.9 -0.6 0.00
C -2.989 0.209 -3.965 -0.1 0.8 -0.1 0.00
H -3.102 0.444 -5.021 0.0 -0.1 -0.1 0.00
H -3.098 1.144 -3.419 0.0 0.0 0.1 0.00
H -3.805 -0.433 -3.647 0.3 -0.4 0.1 0.00
O 0.832 0.936 -3.272 -0.3 0.1 -1.3 -0.01
H 0.063 0.675 -3.853 0.4 0.1 0.6 0.00
H 1.625 0.912 -3.830 -0.1 -0.3 0.2 0.00
N 1.571 -0.609 6.108 0.4 0.4 -0.5 0.00
C 2.294 0.222 5.283 0.3 0.1 1.3 0.00
O 3.165 0.977 5.700 -1.0 -0.8 -0.7 0.00
C 1.927 0.164 3.823 -0.4 0.0 -1.1 0.00
C 0.891 -0.643 3.319 0.1 0.1 -0.2 0.00
C 0.664 -0.703 1.944 0.7 0.6 -0.2 0.00
N 1.396 0.036 1.060 0.2 0.2 1.5 -0.01
C 2.356 0.872 1.543 -0.7 -0.8 0.2 0.00
C 2.641 0.949 2.904 0.0 0.1 -0.2 0.00
H 1.865 -0.648 7.073 -0.1 0.0 -0.1 0.00
H 0.947 -1.330 5.772 0.3 0.3 0.1 0.00
H 0.225 -1.225 3.960 0.3 0.2 -0.3 0.00
H -0.112 -1.347 1.516 0.2 0.2 0.1 0.00
H 2.888 1.462 0.791 -0.1 -0.1 0.4 0.00
H 3.412 1.643 3.236 -0.1 -0.3 0.1 0.00

14
Properties=species:S:1:pos:R:3:forces:R:3:mulliken_charge:R:1 method="wB97M-V/def2-TZVPD" orbital_gap_ev=9.5241 relative_energy_kcal_mol=67.5 homo_energy_ev=-8.60 smiles="C=C(CO)OC" lumo_ev=0.923
C 0.916 -0.482 -1.729 -0.8 0.2 -0.3 -0.74
C 1.018 -0.485 0.869 -0.1 -0.2 0.8 -0.98
C -0.111 0.000 0.354 0.6 -0.2 0.3 0.70
O -0.357 -0.280 -0.956 1.1 -0.5 -0.1 -0.40
C -1.181 0.673 1.203 0.4 -0.1 0.0 -0.39
O -2.142 1.444 0.530 0.1 0.0 -0.4 -0.52
H 0.549 -1.018 -2.590 0.0 0.2 -0.5 0.23
H 1.791 -1.055 -1.350 -1.3 0.3 0.3 0.32
H 1.299 0.519 -1.950 -0.2 -0.1 -0.2 0.32
H 1.479 -0.112 1.762 -0.3 -0.2 0.6 0.27
H 1.386 -1.405 0.435 0.6 0.5 0.0 0.34
H -1.664 -0.119 1.808 0.1 0.2 -0.3 0.21
H -0.666 1.322 1.922 0.0 -0.1 -0.2 0.29
H -2.315 0.998 -0.308 -0.1 0.1 0.0 0.34

47
Properties=species:S:1:pos:R:3:forces:R:3:mulliken_charge:R:1 method="wB97M-V/def2-TZVPD" orbital_gap_ev=6.6884 homo_energy_ev=-12.43 total_charge=+1 lumo_ev=-5.740
C -5.083 1.630 -0.762 1.1 -0.5 0.4 -0.80
B -3.510 1.345 -0.527 -1.1 3.7 0.8 0.56
O -2.586 2.337 -0.078 -1.1 -2.8 -2.2 -0.40
P -2.857 -0.448 -0.830 0.3 -1.9 -1.1 0.34
Cl -2.327 -0.670 -2.825 -0.4 0.2 1.9 -0.08
Br -4.349 -2.038 -0.335 1.2 1.3 -0.4 -0.04
H -5.644 0.729 -0.382 0.1 1.1 -0.4 0.27
H -5.399 2.595 -0.252 0.3 -1.3 -0.8 0.26
H -5.260 1.677 -1.883 0.1 0.1 1.2 0.29
H -1.757 2.168 -0.585 0.0 0.4 1.0 0.33
H -1.723 -0.655 0.010 -0.2 -0.3 -0.6 0.24
C 1.919 -1.153 -3.717 -0.3 0.1 0.7 -0.54
C 1.435 -0.700 -2.384 -0.3 0.2 0.7 0.31
N 1.059 -0.345 -1.340 0.3 -0.6 -1.7 -0.34
H 1.698 -2.214 -3.850 -0.1 0.1 0.1 0.28
H 1.423 -0.585 -4.504 0.0 0.0 0.1 0.29
H 3.007 -0.997 -3.791 -0.9 0.0 0.0 0.07
C -5.844 4.952 -3.699 -0.6 -0.4 0.3 -0.75
C -6.969 4.138 -3.154 -0.6 -0.4 0.3 0.33
N -7.844 3.504 -2.728 1.4 0.9 -0.6 -0.39
H -5.082 5.092 -2.932 -0.1 0.0 0.0 0.25
H -5.399 4.442 -4.555 -0.1 0.0 0.0 0.26
H -6.213 5.927 -4.017 0.0 -0.1 0.0 0.31
C 2.104 0.453 1.838 0.6 -0.2 0.5 -0.73
C 3.257 0.239 2.760 0.5 -0.1 0.5 0.29
N 4.155 0.070 3.476 -1.4 0.2 -1.1 -0.34
H 1.193 0.609 2.416 0.1 0.0 0.0 0.26
H 2.286 1.329 1.216 0.0 -0.1 0.0 0.27
H 1.975 -0.419 1.197 0.1 0.1 0.0 0.21
C 5.983 -1.765 -2.081 -0.4 0.4 -0.5 -0.76
C 5.255 -0.974 -3.114 -0.1 0.5 -0.6 0.40
N 4.688 -0.357 -3.921 1.6 -0.9 1.4 -0.49
H 6.840 -1.198 -1.718 -0.1 0.0 -0.1 0.30
H 5.318 -1.981 -1.244 0.0 0.0 -0.1 0.26
H 6.332 -2.703 -2.512 0.0 0.1 0.0 0.28
C -4.241 -4.756 2.247 0.6 -0.2 0.5 -0.24
C -3.063 -4.959 3.139 0.6 -0.1 0.4 0.23
N -2.146 -5.116 3.833 -1.3 0.3 -1.1 -0.32
H -5.138 -4.600 2.847 0.1 0.0 0.0 0.29
H -4.076 -3.882 1.615 0.0 -0.2 0.2 -0.25
H -4.383 -5.633 1.615 0.0 0.0 0.1 0.29
C 6.521 0.932 5.533 0.5 -0.2 0.7 -0.63
C 7.426 0.597 6.671 0.5 -0.1 0.6 0.25
N 8.131 0.336 7.556 -1.1 0.4 -1.3 -0.36
H 5.760 0.161 5.425 0.1 0.1 0.0 0.24
H 6.033 1.890 5.718 0.1 -0.1 0.0 0.26
H 7.096 0.997 4.609 0.0 0.0 0.1 0.26

Number 1: energy -9898.586 eV. Number 2: energy -5279.284 eV. Number 3: energy -10269.543 eV. Number 4: energy -63324.204 eV. Number 5: energy -8370.354 eV. Number 6: energy -117364.175 eV.